Density functional theory data (ωB97M-V/def2-TZVPD) for 7 unconnected molecules or ions with the total composition C7H28O7.

Output
ΔE to the lowest compared entry with this formula, charge and spin (kcal per mole): 211.97
E (hartree): -809.83328
Maximum force (eV/A): 11.997
Kohn-Sham gap (eV): 9.997
Lowest unoccupied orbital energy (eV): 0.4
HOMO (eV): -9.6
SMILES: CO.CO.CO.CO.CO.CO.CO

```
! RIJCOSX wB97M-V def2-TZVPD def2/J DEFGRID3
* xyz 0 1
C 0.290 3.433 -1.775
O 1.612 2.935 -2.052
H -0.210 2.764 -1.268
H -0.179 3.794 -2.747
H 0.294 4.207 -1.086
H 2.262 3.735 -2.223
C -3.284 -2.400 -3.246
O -2.871 -3.081 -2.060
H -3.081 -3.095 -4.013
H -2.585 -1.589 -3.536
H -4.242 -2.047 -3.239
H -2.391 -2.617 -1.262
C 3.398 -2.051 -0.899
O 2.748 -1.676 0.335
H 3.947 -1.212 -1.376
H 2.549 -2.276 -1.742
H 4.211 -2.650 -0.761
H 3.345 -0.828 0.581
C -0.261 -1.833 3.159
O -1.288 -0.859 2.809
H 0.755 -1.517 2.563
H -0.510 -2.828 2.722
H -0.143 -1.704 4.294
H -1.989 -1.001 3.484
C -3.035 2.115 1.623
O -1.834 2.108 2.262
H -3.813 2.040 2.591
H -3.136 1.293 0.872
H -3.424 2.938 1.286
H -1.525 1.347 2.289
C 3.267 1.331 0.554
O 3.798 0.518 1.439
H 2.973 2.391 0.906
H 2.304 0.949 0.298
H 3.734 1.288 -0.408
H 3.439 0.918 2.259
C -0.681 -0.790 -0.709
O -1.728 -1.293 0.037
H -0.508 -0.972 -1.686
H 0.146 -0.853 -0.247
H -0.903 0.368 -0.970
H -1.450 -1.295 0.923
*
```

The Löwdin scheme yields these atomic charges, measured in e: number 1, C, carries -0.136; number 2, O, carries -0.162; number 3, H, carries -0.001; number 4, H, carries 0.111; number 5, H, carries 0.053; number 6, H, carries 0.138; number 7, C, carries -0.155; number 8, O, carries -0.168; number 9, H, carries 0.060; number 10, H, carries 0.081; number 11, H, carries 0.039; number 12, H, carries 0.095; number 13, C, carries -0.168; number 14, O, carries -0.198; number 15, H, carries 0.066; number 16, H, carries 0.134; number 17, H, carries 0.028; number 18, H, carries 0.072; number 19, C, carries -0.116; number 20, O, carries -0.184; number 21, H, carries 0.124; number 22, H, carries 0.084; number 23, H, carries 0.101; number 24, H, carries 0.109; number 25, C, carries -0.157; number 26, O, carries -0.025; number 27, H, carries 0.136; number 28, H, carries 0.100; number 29, H, carries -0.002; number 30, H, carries -0.094; number 31, C, carries -0.249; number 32, O, carries -0.090; number 33, H, carries 0.128; number 34, H, carries 0.060; number 35, H, carries 0.084; number 36, H, carries 0.136; number 37, C, carries -0.132; number 38, O, carries -0.080; number 39, H, carries 0.045; number 40, H, carries -0.005; number 41, H, carries 0.130; number 42, H, carries 0.011